# 1
Formula: C15H29ClNO14S2
Source: the Open Molecules 2025 dataset
Level of theory: ωB97M-V/def2-TZVPD

Geometry as XYZ:
```
62
C15H29ClNO14S2 ωB97M-V/def2-TZVPD
C -1.930 0.430 -4.311
C -1.198 -0.962 -4.651
C -1.599 -2.171 -3.666
C -0.539 -2.380 -2.456
S -0.856 -1.274 -1.000
O -2.382 -1.214 -0.865
O -0.354 -1.975 0.235
N -0.343 0.344 -1.206
S 1.316 0.580 -0.886
O 1.533 2.097 -0.866
O 1.772 0.105 0.486
C 2.448 -0.016 -2.261
C 2.977 -1.511 -2.075
O 3.112 -2.120 -1.002
Cl 3.421 -2.401 -3.651
H -2.927 0.484 -4.886
H -2.118 0.516 -3.187
H -1.255 1.269 -4.709
H -0.050 -0.882 -4.679
H -1.523 -1.273 -5.709
H -2.674 -2.040 -3.300
H -1.589 -3.137 -4.304
H 0.520 -2.334 -2.879
H -0.710 -3.458 -2.081
H 3.382 0.665 -2.185
H 1.995 0.206 -3.290
C -0.267 2.312 1.240
O -0.977 3.345 1.939
C -0.764 3.366 3.261
O -0.050 2.613 3.880
O -1.486 4.378 3.785
C -1.352 4.517 5.196
H -0.516 2.393 0.185
H 0.809 2.441 1.351
H -0.577 1.325 1.593
H -0.316 4.733 5.465
H -1.705 3.618 5.707
H -1.973 5.357 5.510
C -0.257 -8.335 -5.033
O -0.929 -7.100 -5.271
C -1.804 -7.136 -6.291
O -2.047 -8.095 -6.984
O -2.361 -5.918 -6.403
C -3.318 -5.807 -7.454
H 0.422 -8.188 -4.192
H -0.971 -9.118 -4.769
H 0.333 -8.627 -5.905
H -4.155 -6.489 -7.287
H -2.851 -5.998 -8.423
H -3.700 -4.785 -7.450
C 2.469 7.260 10.478
O 3.246 6.497 9.557
C 2.529 5.637 8.811
O 1.334 5.476 8.868
O 3.376 4.990 7.995
C 2.748 4.036 7.137
H 3.148 7.917 11.023
H 1.741 7.878 9.949
H 1.971 6.605 11.196
H 2.031 4.525 6.474
H 2.262 3.252 7.722
H 3.524 3.575 6.524
```

Calculated values
Lowest unoccupied orbital energy ... 2.122 eV
Charge ... -1
2S+1 ... 1

=====

# 2
Formula: C27H30NO2
Source: the Open Molecules 2025 dataset
Level of theory: ωB97M-V/def2-TZVPD

Geometry as XYZ:
```
60
C27H30NO2 ωB97M-V/def2-TZVPD
C -3.400 -4.766 -3.914
O -4.022 -4.396 -2.660
C -3.237 -3.835 -1.703
C -3.898 -3.282 -0.581
C -3.180 -2.581 0.364
C -1.769 -2.483 0.290
C -1.009 -1.727 1.281
C -1.620 -0.617 1.910
C -1.058 0.171 2.905
C -1.804 1.124 3.713
C -1.172 1.708 4.842
C -1.837 2.642 5.627
C -3.154 3.015 5.318
C -3.793 2.444 4.209
C -3.133 1.508 3.410
C 0.349 -2.153 1.601
C 0.684 -3.536 1.652
C 1.936 -3.963 2.029
C 2.936 -3.013 2.358
O 4.160 -3.496 2.696
C 5.215 -2.539 2.951
C 2.629 -1.633 2.306
C 1.374 -1.234 1.880
C -1.118 -3.114 -0.800
C -1.827 -3.751 -1.801
H -4.219 -5.191 -4.492
H -2.987 -3.885 -4.424
H -2.610 -5.513 -3.760
H -4.977 -3.397 -0.506
H -3.702 -2.131 1.205
H -2.627 -0.363 1.569
H -0.086 -0.098 3.315
H -0.149 1.404 5.078
H -1.328 3.073 6.492
H -3.677 3.738 5.943
H -4.822 2.722 3.968
H -3.639 1.066 2.549
H -0.076 -4.281 1.410
H 2.187 -5.019 2.083
H 6.078 -3.157 3.194
H 5.420 -1.930 2.059
H 4.961 -1.886 3.798
H 3.369 -0.881 2.595
H 1.180 -0.167 1.762
H -0.032 -3.080 -0.878
H -1.303 -4.179 -2.658
C 2.136 2.498 0.125
C 2.156 3.237 1.481
C 0.849 2.856 2.195
N 0.259 1.724 1.464
C 0.837 1.678 0.093
H 2.136 3.211 -0.706
H 3.005 1.843 0.012
H 3.015 2.940 2.086
H 2.194 4.321 1.339
H 1.003 2.569 3.243
H 0.141 3.704 2.197
H -0.748 1.821 1.391
H 0.125 2.111 -0.629
H 1.001 0.631 -0.196
```

Calculated values
Energy above the lowest of the compared OMol25 structures with the same formula, charge and spin ... 30.39 kJ/mol
Lowest unoccupied orbital energy ... -4.665 eV
Charge ... +1
2S+1 ... 1